{"formula": "C5H6N2", "method": "wB97M-V/def2-TZVPD", "homo_energy_ev": -9.147, "orbital_gap_ev": 9.95, "fmax_ev_per_a": 3.19, "smiles": "N#C[C@H]1[C@H]2CCN21", "energy_ha": -303.4472, "symbols": ["N", "C", "C", "C", "C", "C", "N", "H", "H", "H", "H", "H", "H"], "positions_angstrom": [[2.367, 0.066, 1.747], [1.812, 0.207, 0.741], [1.150, 0.361, -0.548], [-0.071, -0.382, -0.897], [-0.876, -0.888, 0.274], [-1.175, 0.561, 0.644], [-0.134, 1.089, -0.774], [1.854, 0.504, -1.367], [-0.217, -0.744, -1.900], [-1.755, -1.441, -0.076], [-0.337, -1.512, 0.993], [-2.206, 0.840, 0.419], [-0.410, 1.339, 0.744]], "forces_ev_per_angstrom": [[-0.627, 0.162, -1.103], [0.274, -0.072, 0.892], [-0.092, 0.006, -0.093], [0.240, -0.835, -0.594], [0.312, 0.042, -0.144], [0.797, 0.924, -1.695], [-0.935, -0.649, -0.646], [-0.210, 0.221, 0.179], [0.323, -0.535, -0.222], [0.081, 0.347, 0.243], [-0.043, 0.188, -0.019], [0.498, 0.457, 0.084], [-0.617, -0.256, 3.119]]}